Record 1
DFT (the ωB97M-V functional and the def2-TZVPD basis) results for 2 unconnected molecules or ions with the total composition C5H10O in a non-equilibrium geometry.

F_max	2.52	eV Å⁻¹
HOMO	-8.84	eV
energy relative to the best compared isomer or geometry (same formula, charge and spin)	222.0	kJ/mol
SMILES string	C=CC(=C)C.O
LUMO	0.663	eV
HOMO-LUMO gap	0.3491	Eh
multiplicity	1

Last columns: bonded neighbours and bond lengths (Å).
CARTESIAN COORDINATES (ANGSTROEM)
1 C -1.1279 1.2956 1.3054  C2 1.341, H6 1.099, H7 1.078
2 C -0.5848 0.4390 0.4286  C1 1.341, C3 1.477, H8 1.088
3 C 0.1777 0.9410 -0.7322  C2 1.477, C4 1.337, C5 1.526
4 C 0.1469 2.1230 -1.3562  C3 1.337, H9 1.079, H10 1.093
5 C 1.2589 0.0109 -1.2754  C3 1.526, H11 1.097, H12 1.082, H13 1.093
6 H -1.0855 2.3311 0.9399  C1 1.099
7 H -1.2417 1.0469 2.3482  C1 1.078
8 H -0.3821 -0.5849 0.7354  C2 1.088
9 H 0.9238 2.4224 -2.0421  C4 1.079
10 H -0.5335 2.8956 -0.9899  C4 1.093
11 H 2.2781 0.3948 -1.1486  C5 1.097
12 H 1.1496 -0.5510 -2.1933  C5 1.082
13 H 1.3286 -0.8660 -0.6266  C5 1.093
14 O -0.0665 -3.6107 1.1726  H15 0.957, H16 0.968
15 H -0.6312 -4.1144 1.7578  O14 0.957
16 H -0.0065 -2.6733 1.4077  O14 0.968

Record 2
DFT (the ωB97M-V functional and the def2-TZVPD basis) results for a single C5H10O molecule in a non-equilibrium geometry.

F_max	3.52	eV Å⁻¹
HOMO	-10.50	eV
energy relative to the best compared isomer or geometry (same formula, charge and spin)	136.0	kJ/mol
SMILES string	OC1CCCC1
LUMO	0.974	eV
HOMO-LUMO gap	0.4216	Eh
multiplicity	1

Last columns: bonded neighbours and bond lengths (Å).
CARTESIAN COORDINATES (ANGSTROEM)
1 O -1.1802 0.7339 1.1593  C2 1.609, H7 0.937
2 C -1.0143 -0.3121 -0.0525  O1 1.609, C3 1.495, C6 1.508, H8 1.122
3 C -0.4346 0.6028 -1.0833  C2 1.495, C4 1.531, H9 1.095, H10 1.096
4 C 0.8045 1.0087 -0.2810  C3 1.531, C5 1.555, H11 1.089, H12 1.085
5 C 1.2923 -0.3058 0.3909  C4 1.555, C6 1.545, H13 1.092, H14 1.091
6 C 0.0722 -1.2539 0.4009  C2 1.508, C5 1.545, H15 1.096, H16 1.100
7 H -2.0159 0.3110 1.1630  O1 0.937
8 H -1.9477 -0.8485 -0.3697  C2 1.122
9 H -1.1317 1.4235 -1.2835  C3 1.095
10 H -0.2076 0.0902 -2.0250  C3 1.096
11 H 0.4300 1.6695 0.4996  C4 1.089
12 H 1.5592 1.5340 -0.8567  C4 1.085
13 H 1.6289 -0.1171 1.4120  C5 1.092
14 H 2.1175 -0.7521 -0.1667  C5 1.091
15 H -0.1671 -1.6817 1.3816  C6 1.096
16 H 0.1944 -2.1025 -0.2889  C6 1.100

Record 3
DFT (the ωB97M-V functional and the def2-TZVPD basis) results for a single C5H10O molecule in a non-equilibrium geometry.

F_max	4.62	eV Å⁻¹
HOMO	-8.96	eV
energy relative to the best compared isomer or geometry (same formula, charge and spin)	326.1	kJ/mol
SMILES string	C[C@H]1CCOC1
LUMO	1.075	eV
HOMO-LUMO gap	0.3689	Eh
multiplicity	1

Last columns: bonded neighbours and bond lengths (Å).
CARTESIAN COORDINATES (ANGSTROEM)
1 C -1.3897 -0.1150 -1.2938  C2 1.812, H7 1.120, H8 1.087, H9 1.114
2 C -0.0510 -0.7548 -0.2529  C1 1.812, C3 1.534, C6 1.518, H10 1.082
3 C 1.1830 0.1457 -0.3958  C2 1.534, C4 1.535, H11 1.099, H12 1.145
4 C 1.3203 0.9584 0.8997  C3 1.535, O5 1.422, H13 1.098, H14 1.109
5 O 0.0666 0.7778 1.5472  C4 1.422, C6 1.419
6 C -0.4333 -0.5020 1.1939  C2 1.518, O5 1.419, H15 1.101, H16 1.088
7 H -1.1871 0.0732 -2.3792  C1 1.120
8 H -2.1334 -0.9068 -1.2479  C1 1.087
9 H -1.8631 0.8237 -0.9248  C1 1.114
10 H 0.0552 -1.7705 -0.6116  C2 1.082
11 H 2.0843 -0.1531 -0.9487  C3 1.099
12 H 0.2817 0.4815 -1.0174  C3 1.145
13 H 1.4363 2.0342 0.7135  C4 1.098
14 H 2.1524 0.6640 1.5719  C4 1.109
15 H -0.0068 -1.2820 1.8427  C6 1.101
16 H -1.5155 -0.4744 1.3032  C6 1.088